(1)
Formula: C10H12N2O2
Source: the Open Molecules 2025 dataset
Level of theory: ωB97M-V with the def2-TZVPD basis set

Calculated values
* highest occupied orbital energy (alpha / beta): -8.757 / -8.758 eV
* HOMO-LUMO gap (alpha / beta): 0.3062 / 0.3062 Ha

Geometry (Å):
C: -2.00455 -0.24995 -0.65115
C: -2.58334 -1.36409 -0.23118
C: -1.40012 -1.49859 1.59284
C: -0.82567 0.18383 -0.00477
C: -0.48016 -0.57148 1.11532
C: 1.47082 -1.18028 -1.81791
C: 0.77505 -0.20090 1.84858
C: 1.31217 1.22748 1.47790
C: 1.33937 1.46990 0.01050
C: -0.01416 1.23210 -0.69279
N: -2.45081 -1.87523 0.98428
N: 0.63326 -0.22241 -2.16684
O: 1.98830 -1.37117 -0.74286
O: -0.70618 2.15176 -1.41549
H: -2.44389 0.37260 -1.44856
H: -3.53264 -1.68993 -0.82448
H: -1.29590 -1.90173 2.64298
H: 1.66573 -2.04718 -2.57891
H: 0.61693 -0.26431 2.90331
H: 1.60057 -0.97109 1.62469
H: 0.59096 1.90709 2.02154
H: 2.32755 1.28470 1.88075
H: 1.57162 2.56652 -0.13501
H: 2.00138 0.93167 -0.67068
H: -0.14155 -0.52349 -2.85491
H: -0.01476 2.60419 -1.86715

***

(2)
Formula: C10H12N2O2
Source: the Open Molecules 2025 dataset
Level of theory: ωB97M-V with the def2-TZVPD basis set

Calculated values
* highest occupied orbital energy: -7.464 eV
* HOMO-LUMO gap: 0.3037 Ha

Geometry (Å):
C: -3.73594 0.48578 -0.12547
C: -3.03920 1.33436 0.78567
C: 3.50274 -0.06799 0.71551
C: 3.11821 1.24211 0.45389
C: -3.03634 -0.70060 -0.16814
C: -1.83484 0.77794 0.97255
C: 2.68062 -0.86220 -0.03078
C: 1.96482 1.16674 -0.32563
C: -0.76465 -1.42078 0.22497
C: 0.66532 -0.63819 -1.38356
N: -1.77190 -0.48979 0.39185
N: 1.67844 -0.13314 -0.59426
O: 0.01808 -1.56595 1.30159
O: 0.13477 0.40868 -2.12167
H: -4.69283 0.88132 -0.47110
H: -3.21760 2.28678 1.18096
H: 4.38076 -0.20111 1.31909
H: 3.61544 2.09619 0.82334
H: -3.21295 -1.75038 -0.51718
H: -0.97182 1.27949 1.31754
H: 2.64544 -1.96463 -0.11716
H: 1.20642 1.79647 -0.70481
H: -0.98874 -2.30604 -0.51041
H: 0.88786 -1.51756 -2.02031
H: 0.98220 -1.30737 1.18506
H: -0.21431 1.16986 -1.58155

***

Which of them is the least stable? Correct choice: (2).

***

(1)
Formula: C5H10O
Source: the Open Molecules 2025 dataset
Level of theory: ωB97M-V with the def2-TZVPD basis set

Calculated values
* highest occupied orbital energy: -7.637 eV
* HOMO-LUMO gap: 0.2972 Ha

Geometry (Å):
C: 1.35400 2.02342 0.11584
C: 0.70939 1.20186 1.24320
C: -0.94494 -1.25728 -1.06639
O: -0.10701 -2.27095 -0.56476
C: -0.79634 0.14054 -0.48094
C: -0.28257 0.16553 0.81378
H: 1.48043 1.26971 -0.66876
H: 2.31156 2.48146 0.32412
H: 0.59220 2.70430 -0.25422
H: 0.10056 1.92751 1.81694
H: 1.42953 0.74325 1.92018
H: -0.74426 -1.18029 -2.13633
H: -2.01617 -1.53148 -0.99092
H: -0.46158 -2.56895 0.27411
H: -1.65020 0.73894 -0.80249
H: -0.81156 -0.52580 1.46873

***

(2)
Formula: C5H10O
Source: the Open Molecules 2025 dataset
Level of theory: ωB97M-V with the def2-TZVPD basis set

Calculated values
* highest occupied orbital energy: -9.532 eV
* HOMO-LUMO gap: 0.3911 Ha

Geometry (Å):
C: 0.70556 -0.58385 1.36280
C: 0.34783 0.62865 0.51818
C: 1.27833 0.89806 -0.67409
O: 0.26698 0.52714 -1.62037
C: -0.72757 0.44982 -0.58261
C: -1.54300 -0.82176 -0.66172
H: -0.12188 -0.87260 2.02041
H: 1.57523 -0.36973 1.99485
H: 0.95794 -1.44506 0.73418
H: 0.17301 1.49832 1.16006
H: 2.16153 0.25033 -0.74775
H: 1.58814 1.94397 -0.79593
H: -1.39740 1.32137 -0.63748
H: -2.11638 -0.83374 -1.59431
H: -2.24883 -0.88473 0.17448
H: -0.89948 -1.70618 -0.65071

***

(3)
Formula: C5H10O
Source: the Open Molecules 2025 dataset
Level of theory: ωB97M-V with the def2-TZVPD basis set

Calculated values
* highest occupied orbital energy: -9.476 eV
* HOMO-LUMO gap: 0.3848 Ha

Geometry (Å):
C: 1.49922 -0.96053 0.05453
C: 0.34478 -0.02126 0.36889
C: 0.46521 1.47556 -0.03519
C: -0.86857 1.39881 -0.82324
C: -0.86256 -0.10709 -0.56840
O: -1.49983 -1.02860 -1.00669
H: 1.23342 -1.99518 0.29230
H: 1.75702 -0.91676 -1.00994
H: 2.39047 -0.69020 0.63087
H: 0.02482 -0.13917 1.41291
H: 0.47987 2.18482 0.79539
H: 1.32995 1.66654 -0.67768
H: -1.71412 1.89802 -0.33797
H: -0.85102 1.68752 -1.87832
H: -1.90051 -2.28854 1.75680
H: -1.82815 -2.16396 1.02575

***

Which of them is the least stable? Correct choice: (1).

***

(1)
Formula: C5H10O
Source: the Open Molecules 2025 dataset
Level of theory: ωB97M-V with the def2-TZVPD basis set

Calculated values
* highest occupied orbital energy: -9.265 eV
* HOMO-LUMO gap: 0.3640 Ha

Geometry (Å):
C: 1.55206 -0.91822 -0.18673
C: 0.46374 -0.19551 0.59494
C: 0.26421 1.30276 0.24254
C: -0.94632 0.93620 -0.64869
C: -0.90668 -0.47620 -0.05884
O: -1.30688 -1.59576 -0.61377
H: 1.40861 -2.00042 -0.11439
H: 1.52606 -0.65257 -1.24969
H: 2.54053 -0.66028 0.20539
H: 0.54495 -0.42623 1.66224
H: -0.01061 1.91565 1.10553
H: 1.10423 1.77857 -0.27008
H: -1.86499 1.52079 -0.55621
H: -0.69292 0.83337 -1.70811
H: -1.78915 -0.27837 1.07482
H: -1.88684 -1.08376 0.52103

***

(2)
Formula: C5H10O
Source: the Open Molecules 2025 dataset
Level of theory: ωB97M-V with the def2-TZVPD basis set

Calculated values
* highest occupied orbital energy: -9.678 eV
* HOMO-LUMO gap: 0.3930 Ha

Geometry (Å):
C: -2.00948 0.48936 0.00876
C: -0.87531 -0.49585 -0.27831
C: 0.38986 -0.42603 0.59109
C: 1.59282 -1.01275 -0.09424
C: 1.53646 0.46706 0.15042
O: 1.16530 1.45027 -0.77758
H: -1.74143 1.51589 -0.26612
H: -2.29747 0.47430 1.06606
H: -2.89945 0.22395 -0.57766
H: -1.26967 -1.51451 -0.14981
H: -0.60040 -0.41887 -1.33772
H: 0.21233 -0.60117 1.65021
H: 2.29234 -1.52709 0.56079
H: 1.48796 -1.45273 -1.08028
H: 2.39125 0.80313 0.74736
H: 0.62489 2.02504 -0.21298

***

(3)
Formula: C5H10O
Source: the Open Molecules 2025 dataset
Level of theory: ωB97M-V with the def2-TZVPD basis set

Calculated values
* highest occupied orbital energy: -7.676 eV
* HOMO-LUMO gap: 0.3158 Ha

Geometry (Å):
C: -1.89262 0.86641 0.01698
C: -0.87302 0.15549 -0.86936
C: 0.57331 0.54641 -0.57374
C: 1.12051 -0.03157 1.11757
C: 1.49767 -1.01083 -0.35575
O: 1.43456 -0.20610 -1.44901
H: -1.67042 1.93771 0.07195
H: -1.89815 0.46851 1.03816
H: -2.90742 0.75070 -0.37883
H: -1.01267 0.49961 -1.90785
H: -1.06573 -0.92760 -0.90225
H: 0.20338 0.41789 1.51712
H: 1.20928 -0.96904 1.69719
H: 1.97182 0.60670 1.36215
H: 0.78957 -1.84048 -0.31532
H: 2.51995 -1.26380 -0.06901

***

(4)
Formula: C5H10O
Source: the Open Molecules 2025 dataset
Level of theory: ωB97M-V with the def2-TZVPD basis set

Calculated values
* highest occupied orbital energy: -9.777 eV
* HOMO-LUMO gap: 0.3869 Ha

Geometry (Å):
O: 2.52559 0.01677 1.31869
C: 2.48310 -0.75319 0.39184
C: 0.26192 -0.60741 -1.10226
C: -0.69660 0.02499 -0.45225
C: -1.97068 -0.11823 0.25152
C: -1.58249 1.18926 -0.45213
H: 0.76862 0.79258 1.66564
H: 2.10916 -1.78889 0.49958
H: 2.85186 -0.47779 -0.61371
H: 0.38860 -1.68047 -0.99163
H: 0.89911 -0.08169 -1.80714
H: 0.08731 0.87250 1.38611
H: -2.69018 -0.79000 -0.20632
H: -2.01770 -0.07681 1.33828
H: -2.02115 1.43014 -1.41568
H: -1.39647 2.04823 0.18946

***

Which of them is the least stable? Correct choice: (3).

***

(1)
Formula: C5H10O
Source: the Open Molecules 2025 dataset
Level of theory: ωB97M-V with the def2-TZVPD basis set

Calculated values
* highest occupied orbital energy: -9.337 eV
* HOMO-LUMO gap: 0.3818 Ha

Geometry (Å):
C: -1.76657 -0.68390 0.48860
C: -0.39016 -0.27118 -0.00065
C: -0.28419 0.76739 -1.15663
C: 0.57787 -0.01692 1.17683
C: 1.96338 -0.29497 0.85746
H: -2.37390 0.29893 0.66178
H: -2.33221 -1.20185 -0.30859
H: -1.60885 -1.31250 1.33873
H: -0.01481 -1.14235 -0.68230
H: -0.37536 1.74796 -0.71728
H: -1.14924 0.67771 -1.92278
H: 1.69661 1.22485 -1.33708
H: 0.06976 0.36504 2.22615
H: 2.83300 -0.01658 1.55419
H: 2.16451 -0.74769 -0.24322
O: 0.99015 0.60608 -1.93519

***

(2)
Formula: C5H10O
Source: the Open Molecules 2025 dataset
Level of theory: ωB97M-V with the def2-TZVPD basis set

Calculated values
* highest occupied orbital energy: -7.888 eV
* HOMO-LUMO gap: 0.3187 Ha

Geometry (Å):
C: 1.85415 1.09042 0.25227
C: 0.45339 0.99001 -0.34751
C: -0.36217 -0.11318 0.29067
C: -1.75836 -0.40511 -0.22718
C: -1.64391 -1.89784 0.11162
O: 0.22195 -1.42892 -0.02989
H: 2.39707 0.14739 0.12129
H: 1.80780 1.30951 1.32654
H: 2.44061 1.88140 -0.22511
H: -0.09264 1.93340 -0.21494
H: 0.51046 0.80238 -1.42665
H: -0.37533 -0.00954 1.38175
H: -2.54280 0.10547 0.34258
H: -1.84922 -0.12336 -1.28764
H: -1.67234 -2.46849 -0.83347
H: 0.61134 -1.81353 0.76567

***

Which of them is the least stable? Correct choice: (2).

***

(1)
Formula: C6H9NO2
Source: the Open Molecules 2025 dataset
Level of theory: ωB97M-V with the def2-TZVPD basis set

Calculated values
* highest occupied orbital energy: -8.352 eV
* HOMO-LUMO gap: 0.3364 Ha

Geometry (Å):
C: 0.46190 2.42628 0.72585
C: -0.91796 2.23286 0.23770
C: -1.10171 0.74946 0.72193
C: -0.24653 -0.08906 0.00355
C: 0.37181 -1.14627 -1.83430
C: 0.43502 -1.26359 0.25425
H: 0.42224 3.69515 1.08740
H: 0.79667 1.85385 1.65330
H: 1.32284 2.13354 -0.18506
H: -1.29949 2.81720 -0.64589
H: -1.77647 2.58108 0.90303
H: -0.73500 0.57388 1.81340
H: -2.21937 0.17429 0.86824
H: 0.51102 -1.13777 -2.88524
H: 1.41046 -2.24306 1.54739
N: 0.68842 -1.96294 -0.91460
O: -0.35196 -0.11577 -1.37721
O: 0.69357 -1.65494 1.57617

***

(2)
Formula: C6H9NO2
Source: the Open Molecules 2025 dataset
Level of theory: ωB97M-V with the def2-TZVPD basis set

Calculated values
* highest occupied orbital energy: -9.341 eV
* HOMO-LUMO gap: 0.3663 Ha

Geometry (Å):
O: 2.72798 0.18773 0.39050
C: 1.53833 0.22101 0.15165
N: 0.55175 1.59483 -0.04585
C: -0.49579 0.88974 0.70494
C: -1.61986 0.31699 -0.11711
C: -1.53064 -1.01348 -0.22236
C: -0.32700 -1.58724 0.48591
C: 0.41104 -0.34542 1.01669
H: 0.92552 2.50196 0.21185
H: -0.82234 1.44853 1.59179
H: -2.33403 0.94355 -0.65312
H: -2.21316 -1.63608 -0.80369
H: -0.63747 -2.24319 1.31271
H: 0.29807 -2.19829 -0.18297
H: 0.72648 -0.42104 2.06271
H: 0.73827 1.29701 -1.68057
O: 1.39844 0.32807 -2.04322
H: 0.66440 -0.28469 -2.17987

***

(3)
Formula: C6H9NO2
Source: the Open Molecules 2025 dataset
Level of theory: ωB97M-V with the def2-TZVPD basis set

Calculated values
* highest occupied orbital energy: -9.189 eV
* HOMO-LUMO gap: 0.3359 Ha

Geometry (Å):
C: 0.40642 -0.17053 1.06478
C: -0.94916 0.53697 -1.40496
C: 0.57211 -0.09274 2.55770
C: 0.15069 0.32707 -2.40208
C: -0.78156 0.46752 0.50331
O: 1.57827 -0.24019 0.33519
C: -0.69702 -1.27660 -0.01179
O: -1.51689 1.23728 1.12662
N: -1.03158 -2.32242 -0.41166
H: 2.21264 -0.82155 0.78162
H: -1.87863 0.01769 -1.62707
H: -1.17861 1.60043 -1.33176
H: 1.56443 0.28714 2.82370
H: -0.12931 0.61708 3.00169
H: 0.40181 -1.06191 3.04379
H: 1.13406 0.59683 -2.01121
H: -0.01009 0.99483 -3.25816
H: 0.15243 -0.69688 -2.77972

***

Which of them is the least stable? Correct choice: (3).